{
  "formula": "C44H115N5O11",
  "method": "ωB97M-V with the def2-TZVPD basis set",
  "energy_ev": -77457.76407,
  "mol_weight_g_mol": 890.43,
  "homo_energy_ev": -8.8,
  "orbital_gap_ha": 0.3463,
  "charge": 0,
  "species": ["C", "C", "C", "O", "C", "N", "H", "H", "H", "H", "H", "H", "H", "H", "H", "H", "H", "C", "C", "C", "O", "C", "N", "H", "H", "H", "H", "H", "H", "H", "H", "H", "H", "H", "C", "C", "C", "O", "C", "N", "H", "H", "H", "H", "H", "H", "H", "H", "H", "H", "H", "C", "C", "C", "O", "C", "N", "H", "H", "H", "H", "H", "H", "H", "H", "H", "H", "H", "C", "C", "C", "O", "C", "N", "H", "H", "H", "H", "H", "H", "H", "H", "H", "H", "H", "C", "C", "O", "C", "C", "H", "H", "H", "H", "H", "H", "H", "H", "H", "H", "C", "C", "O", "C", "C", "H", "H", "H", "H", "H", "H", "H", "H", "H", "H", "C", "C", "O", "C", "C", "H", "H", "H", "H", "H", "H", "H", "H", "H", "H", "C", "C", "O", "C", "C", "H", "H", "H", "H", "H", "H", "H", "H", "H", "H", "C", "C", "O", "C", "C", "H", "H", "H", "H", "H", "H", "H", "H", "H", "H", "C", "C", "O", "C", "C", "H", "H", "H", "H", "H", "H", "H", "H", "H", "H"],
  "xyz": [[-8.602, -26.112, 18.857], [-9.760, -25.176, 18.407], [-10.904, -25.073, 19.428], [-10.532, -24.395, 20.690], [-11.570, -24.568, 21.654], [-9.173, -23.875, 18.035], [-8.072, -25.670, 19.704], [-7.817, -26.083, 18.084], [-8.899, -27.104, 19.097], [-10.235, -25.509, 17.505], [-11.306, -26.055, 19.686], [-11.655, -24.389, 19.057], [-11.795, -25.619, 21.841], [-12.565, -24.124, 21.324], [-11.316, -24.035, 22.598], [-9.794, -23.248, 17.558], [-9.006, -23.399, 18.927], [-15.403, -23.474, 13.863], [-15.270, -22.015, 13.569], [-16.228, -21.560, 12.470], [-16.332, -20.146, 12.533], [-17.099, -19.506, 11.580], [-15.510, -21.344, 14.870], [-15.189, -24.068, 12.935], [-16.353, -23.625, 14.231], [-14.631, -23.800, 14.665], [-14.304, -21.760, 13.263], [-17.193, -21.960, 12.776], [-15.947, -21.924, 11.499], [-16.606, -19.374, 10.632], [-17.432, -18.493, 11.902], [-18.059, -20.039, 11.304], [-15.245, -20.340, 14.926], [-16.452, -21.438, 15.231], [-14.092, -17.407, 19.900], [-13.739, -18.099, 18.568], [-13.815, -17.092, 17.423], [-13.597, -17.741, 16.250], [-13.538, -16.768, 15.228], [-12.326, -18.601, 18.628], [-15.070, -16.979, 19.912], [-13.364, -16.616, 20.075], [-14.117, -18.165, 20.706], [-14.319, -19.013, 18.325], [-12.959, -16.380, 17.561], [-14.721, -16.603, 17.549], [-12.799, -15.944, 15.413], [-14.517, -16.338, 15.139], [-13.221, -17.319, 14.401], [-12.383, -19.508, 19.160], [-12.095, -18.770, 17.632], [-4.539, -28.112, 15.865], [-4.657, -26.941, 14.856], [-4.638, -25.637, 15.619], [-4.744, -24.548, 14.705], [-4.940, -23.305, 15.314], [-3.623, -27.129, 13.814], [-4.490, -29.071, 15.326], [-5.257, -28.163, 16.704], [-3.553, -27.959, 16.285], [-5.656, -26.925, 14.344], [-3.659, -25.469, 16.130], [-5.428, -25.470, 16.378], [-4.939, -22.547, 14.530], [-4.130, -23.156, 16.011], [-5.961, -23.338, 15.801], [-2.693, -27.104, 14.261], [-3.626, -26.254, 13.278], [-5.073, -19.085, 12.215], [-6.481, -18.535, 12.634], [-7.199, -19.682, 13.320], [-7.686, -20.419, 12.239], [-8.232, -21.714, 12.620], [-6.263, -17.352, 13.501], [-4.509, -18.362, 11.627], [-5.241, -20.087, 11.715], [-4.546, -19.218, 13.225], [-7.020, -18.264, 11.687], [-8.049, -19.340, 13.969], [-6.544, -20.249, 13.949], [-7.501, -22.474, 12.950], [-8.675, -22.084, 11.721], [-9.053, -21.551, 13.373], [-5.540, -17.311, 14.191], [-7.165, -17.119, 13.926], [-11.878, -20.212, 9.832], [-12.733, -21.371, 10.445], [-13.213, -22.106, 9.267], [-13.970, -23.186, 9.724], [-14.934, -23.667, 8.582], [-11.300, -19.708, 10.626], [-11.151, -20.651, 9.183], [-12.551, -19.531, 9.360], [-12.179, -22.114, 10.992], [-13.642, -20.976, 10.920], [-13.316, -24.024, 9.983], [-14.605, -22.908, 10.561], [-14.478, -23.316, 7.610], [-15.896, -23.225, 8.557], [-15.111, -24.711, 8.657], [-7.198, -21.307, 16.890], [-7.881, -20.002, 17.288], [-7.154, -18.919, 16.843], [-6.843, -18.027, 17.902], [-5.823, -17.094, 17.248], [-7.713, -22.154, 17.443], [-7.293, -21.429, 15.800], [-6.154, -21.267, 17.154], [-8.879, -20.161, 16.973], [-7.972, -19.986, 18.367], [-7.782, -17.585, 18.192], [-6.405, -18.590, 18.778], [-5.200, -17.720, 16.596], [-5.137, -16.581, 17.888], [-6.392, -16.356, 16.650], [-10.864, -12.711, 12.608], [-9.909, -13.789, 12.991], [-10.518, -15.036, 12.675], [-9.749, -16.182, 12.992], [-10.582, -17.311, 12.604], [-10.916, -12.686, 11.503], [-11.832, -12.832, 13.056], [-10.400, -11.730, 12.830], [-8.884, -13.723, 12.483], [-9.812, -13.691, 14.080], [-8.771, -16.152, 12.515], [-9.534, -16.155, 14.076], [-11.569, -17.284, 13.180], [-10.019, -18.223, 12.912], [-10.874, -17.259, 11.536], [-17.612, -18.449, 21.402], [-18.137, -19.203, 20.218], [-17.391, -18.891, 19.084], [-18.126, -19.058, 17.954], [-17.214, -18.757, 16.778], [-16.642, -18.846, 21.668], [-17.514, -17.349, 21.238], [-18.332, -18.472, 22.210], [-18.109, -20.259, 20.465], [-19.178, -18.943, 20.009], [-18.565, -20.077, 17.858], [-18.948, -18.372, 17.979], [-16.381, -19.458, 16.851], [-16.829, -17.775, 16.906], [-17.758, -18.852, 15.846], [-10.550, -20.836, 20.573], [-11.945, -21.077, 21.154], [-12.713, -21.658, 20.124], [-14.082, -21.540, 20.168], [-14.702, -21.818, 18.782], [-10.622, -19.915, 19.994], [-9.875, -20.682, 21.466], [-10.054, -21.685, 20.046], [-11.855, -21.743, 22.031], [-12.325, -20.091, 21.466], [-14.474, -22.264, 20.867], [-14.346, -20.518, 20.514], [-15.827, -21.706, 18.822], [-14.526, -22.878, 18.435], [-14.278, -21.202, 17.995], [-12.034, -20.419, 14.581], [-11.882, -21.242, 15.839], [-10.963, -22.393, 15.657], [-11.428, -23.201, 14.566], [-10.860, -24.618, 14.706], [-12.290, -20.985, 13.691], [-12.852, -19.748, 14.715], [-11.273, -19.663, 14.391], [-11.501, -20.662, 16.681], [-12.818, -21.584, 16.151], [-12.558, -23.315, 14.505], [-11.079, -22.781, 13.652], [-9.770, -24.381, 14.784], [-11.059, -25.142, 13.797], [-11.238, -25.107, 15.651]],
  "atomic_forces_ev_per_a": [[0.4, 1.9, -0.7], [0.5, 0.5, 0.8], [0.6, 1.1, 1.2], [-0.2, -1.0, -0.3], [-0.8, 1.0, -0.2], [0.5, -0.1, 1.5], [-0.4, 0.0, 0.3], [-0.5, -0.4, 0.0], [-0.3, -0.9, 0.1], [-0.2, -0.7, -0.5], [-0.1, -0.1, -0.2], [-0.6, -0.2, -0.6], [0.3, -0.2, 0.2], [1.1, -0.3, 0.0], [0.2, -0.5, -0.7], [-0.7, -0.1, -0.6], [0.3, -0.1, -0.3], [3.7, -1.0, -0.7], [-1.4, 1.0, 1.4], [-0.8, 0.6, 1.4], [0.8, 0.0, 0.5], [-2.2, 0.2, -0.8], [0.8, 1.0, 0.1], [-0.5, 0.2, 0.8], [-2.2, -0.8, 0.7], [-1.4, 0.6, -1.3], [1.8, 0.4, -0.3], [-0.5, -0.3, -0.4], [0.1, -0.1, -0.6], [0.7, 0.0, -0.5], [0.5, -0.7, 0.2], [0.8, 0.1, 0.6], [-0.4, -1.1, -0.5], [0.0, -0.1, -0.3], [0.4, -1.3, -0.3], [1.0, -0.2, 0.2], [2.6, -0.9, 2.8], [0.0, -0.1, -1.3], [0.5, 0.4, 0.9], [-0.7, -0.5, 0.2], [-0.8, 0.3, -0.3], [0.1, -0.2, 0.3], [0.4, 0.5, -0.2], [-0.6, 0.9, 0.3], [-0.7, -0.1, 0.3], [-2.1, 1.2, -0.5], [-0.4, -0.7, 0.2], [-0.5, 0.4, -0.5], [0.1, -0.4, -1.8], [0.4, 1.1, -1.2], [0.1, -0.4, 1.0], [0.2, 0.1, -0.6], [-1.5, -0.8, 0.2], [1.0, 1.9, 0.2], [0.0, -0.8, -1.2], [-1.4, -0.7, 0.1], [0.1, 1.3, 0.6], [-0.3, 0.4, 0.2], [0.1, 0.2, -0.7], [0.4, -0.2, 0.5], [0.8, -0.4, 0.2], [-0.3, -0.5, 0.1], [0.1, -0.8, -0.2], [0.1, 0.0, 0.1], [0.1, 0.6, 0.6], [1.2, 0.4, -0.1], [-0.5, -0.2, -0.1], [-0.1, -0.4, -0.1], [-0.8, -0.6, 1.5], [2.2, 0.5, 0.2], [-1.4, 1.2, -0.4], [-0.5, -2.3, 0.2], [-0.4, 1.3, 0.3], [-2.1, 0.3, -1.2], [-0.1, -0.2, -0.2], [0.6, 1.2, 0.4], [-0.3, -0.1, -1.5], [0.2, 0.0, 1.1], [0.5, -0.1, -0.3], [0.7, -0.5, 0.5], [0.0, 0.6, 0.2], [-0.4, -0.3, -0.6], [0.8, -0.3, -0.4], [0.3, -0.7, 0.1], [0.7, 0.1, 0.1], [-0.2, -1.2, 2.4], [0.0, 0.8, -3.0], [0.0, 0.8, 1.1], [-1.5, -1.0, -1.6], [2.1, 1.4, -0.6], [-0.4, 0.0, -0.2], [0.3, -0.1, -0.7], [-0.2, 0.5, -0.5], [0.3, 0.1, 0.9], [0.5, -0.1, 0.5], [0.0, 0.0, 0.3], [0.2, 0.0, 0.4], [-0.3, -1.0, 0.9], [-1.0, 0.8, 0.5], [0.2, -1.1, -0.3], [-1.0, -0.4, 0.4], [0.7, -2.3, 1.0], [-0.2, 0.4, -0.3], [1.3, -0.5, -0.3], [-0.8, 0.0, -0.5], [0.8, 0.8, -1.0], [0.0, -0.2, 0.4], [0.5, -0.1, 0.1], [-1.4, 1.0, -1.0], [0.1, 0.1, 0.5], [-0.2, 0.7, 0.5], [-0.4, 0.5, -0.8], [-0.3, 0.2, 0.0], [0.1, 0.4, 0.7], [0.6, -0.3, 0.1], [1.3, 1.2, -1.9], [0.6, -0.8, 0.2], [0.3, 0.7, -0.1], [0.2, 1.9, 0.9], [-1.6, -1.8, 0.5], [-0.5, -0.2, 0.4], [-0.4, 0.0, 0.2], [-0.5, -0.4, 0.3], [-1.3, 0.1, 0.7], [0.6, -0.4, 0.1], [0.2, 0.0, -0.4], [-0.1, -0.3, 0.0], [1.4, -0.1, -0.7], [-0.7, 0.2, -0.7], [0.5, -0.3, 0.5], [0.0, 1.4, 0.0], [-0.5, 0.6, 0.5], [1.3, -0.2, 1.3], [-0.2, -0.7, -2.0], [-0.5, -1.1, 0.6], [0.2, 0.0, 0.4], [0.1, -0.8, -0.4], [0.1, -0.6, 0.5], [0.0, -0.5, -0.3], [-0.2, 0.0, 0.2], [0.3, 0.2, 0.1], [-0.9, 0.6, -0.2], [0.1, 0.0, -0.4], [0.4, 1.0, -0.1], [0.1, 0.0, -0.3], [0.9, -0.1, 1.5], [1.0, -0.6, -0.2], [1.2, -0.1, -0.7], [-1.3, 0.5, -0.5], [-0.7, -1.2, 0.2], [0.6, -0.2, -0.2], [-0.5, 0.3, -0.9], [-1.0, 0.5, 0.1], [-0.4, 0.2, -0.2], [-0.3, -0.3, 0.0], [-0.5, -0.2, 0.5], [-0.2, -0.4, -0.1], [1.2, 0.1, 0.0], [0.0, 0.9, 0.6], [-0.1, 0.3, 0.0], [0.0, 0.8, 0.1], [2.3, -0.3, -0.6], [-1.6, 0.7, -0.2], [-1.2, -1.3, 1.1], [1.0, 1.8, 1.5], [0.3, -0.1, 0.0], [-1.2, 0.3, 0.4], [0.8, -0.6, -0.1], [0.3, 0.0, -0.2], [-1.6, -0.9, 0.3], [1.1, 0.7, 0.3], [0.2, 0.4, -0.9], [-0.5, -1.0, 0.1], [-0.2, -0.7, -0.4], [0.4, 0.3, -1.3]]
}